Molecular formula: C36H56BF5N3O6S
Method: DFT, ωB97M-V with the def2-TZVPD basis set

```
108
Properties=species:S:1:pos:R:3
C -4.36 -2.64 -2.16
C -3.41 -2.92 -1.49
C -2.22 -3.26 -0.68
C -1.03 -2.31 -0.80
C -0.60 -2.06 -2.25
O -1.27 -0.98 -2.82
C -1.03 -0.84 -4.22
C -1.72 0.42 -4.69
C 0.19 -2.90 -0.04
C 0.93 -4.05 -0.70
C 1.92 -4.78 0.23
C 1.43 -5.00 1.68
C 2.12 -4.10 2.71
C 1.21 -3.69 3.86
C 1.93 -2.87 4.94
C 0.97 -2.06 5.84
C 1.19 -0.53 5.79
C 0.85 0.18 7.12
C 1.10 -1.66 0.23
C 0.17 -0.42 0.08
B 0.53 0.58 -1.18
O 1.77 0.52 -1.79
O -0.37 1.53 -1.48
S 0.14 0.51 1.63
O -0.74 1.63 1.45
O -0.06 -0.43 2.70
C 1.82 1.33 1.90
F 1.64 1.85 3.10
F 1.94 2.28 0.98
C 3.13 0.50 1.94
F 3.45 0.08 0.73
F 2.98 -0.55 2.72
F 4.09 1.25 2.40
N -1.22 -1.03 -0.02
C -2.43 -0.14 -0.32
C -3.58 -0.46 0.64
C -3.57 0.30 1.97
C -4.92 0.22 2.67
O -5.03 -1.00 3.38
C -5.21 -0.87 4.78
H -5.20 -2.45 -2.79
H -1.86 -4.24 -1.01
H -2.51 -3.38 0.37
H 0.49 -1.86 -2.28
H -0.74 -3.00 -2.81
H -1.39 -1.73 -4.74
H 0.06 -0.78 -4.39
H -2.80 0.28 -4.73
H -1.46 1.26 -4.05
H -1.37 0.66 -5.70
H -0.22 -3.19 0.93
H 0.23 -4.79 -1.13
H 1.50 -3.66 -1.55
H 2.14 -5.75 -0.22
H 2.87 -4.24 0.25
H 0.35 -4.89 1.75
H 1.63 -6.05 1.94
H 2.55 -3.21 2.24
H 2.98 -4.65 3.13
H 0.77 -4.58 4.32
H 0.38 -3.08 3.46
H 2.63 -2.18 4.47
H 2.51 -3.55 5.57
H 1.05 -2.39 6.88
H -0.06 -2.27 5.52
H 0.59 -0.10 4.99
H 2.24 -0.35 5.56
H 0.45 1.18 6.96
H 1.74 0.27 7.75
H 0.11 -0.39 7.69
H 1.41 -1.74 1.26
H 1.95 -1.64 -0.44
H 1.93 -0.22 -2.39
H -0.13 2.05 -2.25
H -1.42 -1.35 0.93
H -2.12 0.89 -0.22
H -2.72 -0.31 -1.35
H -3.58 -1.54 0.87
H -4.52 -0.30 0.10
H -2.86 -0.18 2.65
H -3.28 1.34 1.81
H -5.74 0.25 1.94
H -5.06 1.08 3.34
H -5.95 -0.10 5.02
H -4.26 -0.64 5.29
H -5.57 -1.83 5.16
N 0.34 3.07 -5.29
C 1.35 3.09 -4.42
C 2.68 2.96 -4.77
C 2.99 2.81 -6.12
C 1.96 2.80 -7.04
C 0.66 2.94 -6.58
H 1.07 3.24 -3.38
H 3.46 2.99 -4.02
H 4.02 2.71 -6.44
H 2.16 2.70 -8.10
H -0.17 2.95 -7.28
N 1.00 7.59 -4.83
C 1.70 6.54 -4.42
C 2.35 6.48 -3.19
C 2.27 7.58 -2.35
C 1.54 8.68 -2.77
C 0.93 8.64 -4.01
H 1.74 5.70 -5.11
H 2.91 5.60 -2.91
H 2.76 7.58 -1.39
H 1.45 9.56 -2.15
H 0.35 9.48 -4.37
```

Properties
**Charge**: +1
**Gap between HOMO and LUMO**: 8.944 eV
**HOMO**: -11.2 eV
**E**: -2943.1749 Eh
**LUMO energy**: -0.083 Eh